1.
The following is a DFT calculation (ωB97M-V with the def2-TZVPD basis set) of the ion C3H5N2 with charge +1.

Each line ends with the Mulliken charge.
Geometry (Å):
C: -1.423 -0.017 0.596  0.278
C: 0.632 0.608 -0.311  -0.213
C: 0.625 -0.831 0.007  -0.309
N: -0.741 0.962 0.044  -0.177
N: -0.604 -1.113 0.393  -0.079
H: 1.418 1.402 0.107  0.324
H: 0.696 0.443 -1.483  0.243
H: 1.440 -1.456 -0.381  0.388
H: -1.017 1.956 0.229  0.283
H: -1.025 -1.954 0.798  0.263

Its spin multiplicity is 3. As for the net charge: +1. The highest occupied orbital energy (spin up / spin down) is -12.267 / -16.749 eV. For the energy above the lowest of the compared OMol25 structures with the same formula, charge and spin, the calculation gives 10.07 kcal per mole. The gap between HOMO and LUMO (spin up / spin down) is 7.96 / 8.78 eV.

---

2.
The following is a DFT calculation (ωB97M-V with the def2-TZVPD basis set) of a structure of composition C25H29N4O5Ru.

Each line ends with the Mulliken charge.
Geometry (Å):
Ru: 0.120 -0.239 0.131  -0.488
C: 1.787 1.691 3.302  -0.936
O: 0.741 0.802 2.978  0.031
C: 0.617 -0.246 3.901  -0.762
C: -0.343 -1.282 3.381  -0.713
O: 0.187 -1.869 2.191  0.324
C: -0.426 -3.114 1.849  -0.580
C: 0.386 -3.720 0.729  -0.733
O: 0.393 -2.813 -0.347  0.100
C: 1.126 -3.250 -1.474  -0.916
H: 1.653 2.110 4.305  0.324
H: 1.763 2.499 2.572  0.228
H: 2.758 1.185 3.247  0.309
H: 0.244 0.138 4.861  0.488
H: 1.595 -0.716 4.078  0.377
H: -1.331 -0.853 3.188  0.153
H: -0.440 -2.058 4.147  0.481
H: -1.458 -2.956 1.546  0.159
H: -0.396 -3.789 2.712  0.424
H: -0.074 -4.669 0.427  0.519
H: 1.414 -3.923 1.057  0.349
H: 0.735 -4.201 -1.845  0.318
H: 2.188 -3.364 -1.229  0.307
H: 1.008 -2.490 -2.244  0.172
C: 0.355 1.757 -2.468  -1.231
N: 0.960 0.870 -1.450  0.781
C: 2.246 0.794 -1.460  -0.445
C: 2.899 0.021 -0.470  -0.082
C: 4.217 -0.325 -0.241  -0.959
C: 4.194 -1.174 0.883  -1.081
C: 2.869 -1.293 1.278  -1.268
N: 2.071 -0.564 0.454  1.308
C: -0.620 1.095 -3.409  0.326
C: -0.273 0.914 -4.745  -0.579
C: -1.149 0.290 -5.623  -0.664
C: -2.378 -0.164 -5.166  -0.447
C: -2.738 0.032 -3.839  -0.647
C: -1.865 0.665 -2.968  0.109
H: 1.175 2.172 -3.057  0.542
H: -0.147 2.576 -1.954  0.243
H: 2.827 1.332 -2.206  0.458
H: 5.072 -0.020 -0.825  0.507
H: 5.036 -1.653 1.358  0.479
H: 2.466 -1.858 2.096  0.652
H: 0.686 1.271 -5.104  0.352
H: -0.868 0.154 -6.660  0.372
H: -3.059 -0.662 -5.844  0.380
H: -3.701 -0.303 -3.476  0.417
H: -2.158 0.836 -1.944  0.356
O: -3.044 -1.778 0.618  -0.449
N: -2.824 -1.349 -0.484  0.018
O: -1.565 -1.042 -0.719  -0.091
N: -4.065 5.572 1.820  -0.551
C: -3.397 4.662 1.600  -0.191
C: -2.555 3.524 1.322  0.487
C: -1.270 3.716 0.821  -0.913
C: -0.475 2.618 0.542  -0.411
C: -0.938 1.317 0.753  1.356
C: -2.215 1.141 1.280  -0.230
C: -3.021 2.236 1.560  -1.062
H: -0.905 4.721 0.652  0.494
H: 0.527 2.781 0.165  0.850
H: -2.603 0.156 1.483  0.396
H: -4.015 2.091 1.964  0.483

Its spin multiplicity is 2. As for the net charge: 0. The highest occupied orbital energy (spin up / spin down) is -8.301 / -8.203 eV. For the energy above the lowest of the compared OMol25 structures with the same formula, charge and spin, the calculation gives 21.92 kcal per mole. The gap between HOMO and LUMO (spin up / spin down) is 8.14 / 7.37 eV.

---

3.
The following is a DFT calculation (ωB97M-V with the def2-TZVPD basis set) of a structure of composition C36H28N6O9OsS.

Each line ends with the Mulliken charge.
Geometry (Å):
Os: -0.350 -0.100 -0.286  2.118
C: 1.399 -2.165 3.425  -0.456
O: 1.085 -3.162 2.375  -0.443
C: 0.484 -2.490 1.438  0.370
N: 0.304 -1.230 1.569  0.599
C: 1.140 -0.805 2.757  0.233
C: 0.617 0.220 3.726  -0.445
C: 1.567 0.838 4.533  -0.656
C: 1.183 1.820 5.433  -0.805
C: -0.147 2.207 5.516  -0.576
C: -1.096 1.590 4.718  -0.864
C: -0.713 0.593 3.832  0.503
C: -0.006 -3.141 0.221  -0.402
C: 0.042 -4.491 -0.076  -0.568
C: -0.450 -4.915 -1.301  -1.094
C: -0.980 -3.984 -2.188  -0.400
C: -0.953 -2.655 -1.823  0.103
N: -0.455 -2.230 -0.653  0.981
C: -1.470 -1.520 -2.589  0.286
N: -1.483 -0.366 -2.010  0.123
C: -1.982 0.636 -3.006  -0.484
C: -2.388 -0.280 -4.190  -0.515
O: -1.924 -1.630 -3.791  -0.466
C: -0.947 1.652 -3.424  0.254
C: 0.412 1.381 -3.348  0.240
C: 1.344 2.333 -3.728  -0.822
C: 0.911 3.557 -4.223  -0.635
C: -0.445 3.815 -4.341  -0.769
C: -1.377 2.867 -3.935  -0.645
H: 2.430 -2.320 3.723  0.393
H: 0.731 -2.352 4.262  0.367
H: 2.059 -0.404 2.332  0.005
H: 2.616 0.572 4.444  0.485
H: 1.928 2.293 6.059  0.436
H: -0.441 2.994 6.198  0.435
H: -2.135 1.890 4.784  0.464
H: -1.459 0.102 3.221  0.614
H: 0.429 -5.185 0.659  0.707
H: -0.434 -5.966 -1.560  0.543
H: -1.384 -4.271 -3.150  0.678
H: -2.851 1.127 -2.570  0.625
H: -1.870 -0.029 -5.108  0.393
H: -3.458 -0.344 -4.364  0.345
H: 0.769 0.410 -3.012  0.331
H: 2.402 2.122 -3.641  0.517
H: 1.633 4.307 -4.517  0.454
H: -0.784 4.761 -4.741  0.436
H: -2.437 3.089 -4.006  0.479
C: -2.895 -2.123 1.969  -1.470
C: -2.940 -0.696 1.559  -0.088
N: -2.125 0.003 0.757  0.559
C: -2.622 1.298 0.709  -0.790
C: -3.722 1.388 1.486  0.358
N: -3.893 0.136 2.002  0.128
C: -4.700 2.459 1.868  0.557
O: -4.532 3.648 1.336  -0.495
O: -5.573 2.158 2.633  -0.555
C: -1.894 2.295 -0.075  1.089
O: -2.271 3.426 -0.247  -0.829
O: -0.781 1.794 -0.593  -0.524
H: -2.105 -2.645 1.457  0.220
H: -3.839 -2.615 1.734  0.498
H: -2.736 -2.202 3.045  0.359
H: -4.659 -0.078 2.634  0.310
H: -3.743 3.699 0.747  0.387
O: 5.369 0.613 1.614  -0.625
S: 4.872 1.317 0.473  1.247
O: 5.514 2.479 -0.030  -0.637
N: 3.260 1.638 0.766  -0.542
C: 2.531 0.865 0.070  0.354
O: 1.212 0.911 0.246  -0.864
C: 3.199 -0.072 -0.874  0.968
C: 2.677 -1.027 -1.726  0.284
C: 3.545 -1.742 -2.545  -1.810
C: 4.914 -1.498 -2.500  -0.696
C: 5.447 -0.561 -1.620  -0.719
C: 4.565 0.133 -0.819  -0.251
H: 1.608 -1.229 -1.762  0.693
H: 3.159 -2.484 -3.232  0.462
H: 5.576 -2.052 -3.153  0.459
H: 6.513 -0.379 -1.571  0.491

As for the net charge: +2. The highest occupied orbital energy (spin up / spin down) is -14.200 / -14.200 eV. For the energy above the lowest of the compared OMol25 structures with the same formula, charge and spin, the calculation gives 13.85 kcal per mole. The gap between HOMO and LUMO (spin up / spin down) is 5.84 / 5.84 eV.

---

The calculation returns the following E values, one per record and in order: -226.38246, -1659.96541, -2882.72116 hartree.